# C26H78O13S13

A 13-piece molecular cluster, C26H78O13S13 overall at a distorted geometry (ωB97M-V/def2-TZVPD, the Open Molecules 2025 dataset).

Computed properties:
highest occupied orbital energy: -8.37 eV
M: 1015.8 g mol⁻¹
gap between HOMO and LUMO: 8.69 eV
net charge: 0

Bonds (Å) are listed after each position.
Positions of all 130 atoms, in Å:
1 C -0.7144 2.6713 5.4905  H20 1.097, H65 1.061, S82 1.827, H113 1.072
2 H 4.1101 -0.6975 -2.9646  C94 1.092
3 H -1.8052 1.8370 -2.6795  C104 1.113
4 S 4.0042 1.6477 -2.3338  O21 1.549, C38 1.769, C94 1.775
5 S -2.0801 0.6683 -4.6551  C33 1.828, O84 1.473, C104 1.792
6 H -1.3712 -1.7079 3.4770  C90 1.102
7 C 1.9333 -5.0359 2.1907  H50 1.125, S117 1.828, H119 1.096, H123 1.101
8 H 2.7557 -3.2982 -4.7181  C118 1.110
9 H 2.9989 -0.3505 -1.6366  C94 1.063
10 H -5.1058 4.7120 0.0753  C43 1.086
11 H 0.8551 -0.6143 5.1082  C70 1.072
12 O -2.4367 -3.7050 -3.8011  S80 1.516
13 S -3.8456 2.8205 -0.9252  O14 1.492, C43 1.866, C96 1.764
14 O -3.9706 1.3343 -0.8911  S13 1.492
15 H 1.1137 -0.4555 -5.3313  C100 1.127
16 H 0.0311 -1.5242 0.3668  C72 1.089
17 C -4.8498 -2.9885 0.3852  S26 1.774, H27 1.049, H89 1.048, H125 1.122
18 O 1.8545 -2.2260 -2.0757  S81 1.553
19 H -3.6453 -1.2799 2.2962  C93 1.088
20 H -0.7568 2.8874 4.4154  C1 1.097
21 O 2.7322 2.0901 -3.0983  S4 1.549
22 O 5.2855 -0.6182 0.6753  S79 1.482
23 H 3.4155 -3.4130 -0.0053  C55 1.049
24 C -1.2208 1.2764 0.9044  H49 1.141, S88 1.847, H106 1.111, H112 1.098
25 H 1.3940 -1.0906 1.4154  C72 1.105
26 S -4.1022 -1.4198 0.0275  C17 1.774, O48 1.517, C93 1.770
27 H -4.6212 -3.6788 -0.3714  C17 1.049
28 H -0.3128 -0.7626 1.9368  C72 1.087
29 H 4.2875 1.5393 -0.0402  C38 1.057
30 H 2.7965 2.4787 -0.4520  C38 1.095
31 H 1.0147 -3.5472 -5.1400  C118 1.032
32 H 4.7400 -0.2880 -1.3300  C94 1.100
33 C -3.3970 -0.3448 -3.8938  S5 1.828, H53 1.086, H54 1.095, H75 1.120
34 H -0.2756 1.5984 -3.4644  C104 1.108
35 H -5.3662 -0.7887 2.0238  C93 1.092
36 H -1.0034 -2.1767 6.1340  C77 1.081
37 H 3.5136 4.1076 -3.4030  C103 1.087
38 C 3.8438 2.2543 -0.6797  S4 1.769, H29 1.057, H30 1.095, H99 1.078
39 H 2.3598 5.5917 0.8426  C58 1.083
40 H 1.5393 5.5043 2.4561  C58 1.102
41 H -0.0417 4.7743 -2.7033  C120 1.109
42 H -0.8498 0.2892 -2.4940  C104 1.054
43 C -5.1005 3.6321 0.1930  H10 1.086, S13 1.866, H68 1.085, H86 1.114
44 H -0.2408 7.0966 1.5131  C57 1.120
45 H 3.3268 -1.2371 2.6572  C91 1.080
46 O 1.4170 1.6073 1.2639  S88 1.500
47 H -2.4194 -7.0538 -2.5413  C101 1.065
48 O -2.6017 -1.6440 -0.0031  S26 1.517
49 H -1.1973 0.9348 1.9926  C24 1.141
50 H 2.3942 -4.1388 2.6890  C7 1.125
51 H 1.2273 3.6235 -3.3160  C120 1.119
52 H 3.6309 -5.1373 0.1957  C55 1.061
53 H -3.1654 -1.3913 -3.7167  C33 1.086
54 H -3.6334 0.1233 -2.9330  C33 1.095
55 C 3.0567 -4.3666 -0.2548  H23 1.049, H52 1.061, S117 1.796, H121 1.118
56 O -0.7846 4.3187 1.8562  S76 1.486
57 C -0.5130 6.6077 0.5433  H44 1.120, H64 1.093, S76 1.889, H109 1.082
58 C 1.6926 5.0211 1.4773  H39 1.083, H40 1.102, S76 1.782, H107 1.073
59 O 2.1894 5.6294 -1.5270  S130 1.538
60 H -0.6501 -5.2664 -1.8844  C122 1.099
61 O -1.7867 0.1918 5.7111  S82 1.484
62 H -2.0936 -3.6983 6.0431  C77 1.101
63 H -0.4450 -3.7781 6.6287  C77 1.110
64 H -1.5930 6.4929 0.4227  C57 1.093
65 H 0.1739 3.1518 5.8145  C1 1.061
66 H 3.1552 5.0934 -4.9351  C103 1.141
67 H 4.9498 1.2342 3.7723  C78 1.098
68 H -6.0974 3.2632 -0.0258  C43 1.085
69 H 3.7689 1.1419 2.3904  C78 1.090
70 C 0.7426 0.4193 4.8473  H11 1.072, H73 1.091, S82 1.784, H95 1.075
71 H 2.6708 -0.9334 -4.7046  C100 1.093
72 C 0.3776 -0.7955 1.0977  H16 1.089, H25 1.105, H28 1.087, S88 1.777
73 H 0.4838 0.5239 3.7928  C70 1.091
74 H 1.6222 -4.3586 -3.7408  C118 1.092
75 H -4.2960 -0.2869 -4.5589  C33 1.120
76 S 0.0754 4.8256 0.7556  O56 1.486, C57 1.889, C58 1.782
77 C -1.1036 -3.2317 5.9217  H36 1.081, H62 1.101, H63 1.110, S114 1.841
78 C 4.8171 1.1265 2.6879  H67 1.098, H69 1.090, S79 1.817, H111 1.068
79 S 5.5431 -0.4406 2.1235  O22 1.482, C78 1.817, C91 1.809
80 S -2.8090 -4.6110 -2.6437  O12 1.516, C101 1.792, C122 1.770
81 S 1.0257 -2.0683 -3.3792  O18 1.553, C100 1.781, C118 1.863
82 S -0.5273 0.9250 5.9936  C1 1.827, O61 1.484, C70 1.784
83 H 4.2870 5.7611 -3.7349  C103 1.105
84 O -2.7816 1.9437 -4.8781  S5 1.473
85 H 0.1827 4.7040 -4.4808  C120 1.077
86 H -4.8394 3.4246 1.2559  C43 1.114
87 H 1.5612 0.0943 -3.7534  C100 1.038
88 S 0.4919 0.8258 0.3795  C24 1.847, O46 1.500, C72 1.777
89 H -5.8814 -2.8397 0.4953  C17 1.048
90 C -1.4424 -2.7806 3.2350  H6 1.102, H105 1.099, S114 1.797, H129 1.066
91 C 4.3297 -1.4714 2.9817  H45 1.080, S79 1.809, H115 1.109, H116 1.048
92 O 1.0066 -6.0892 -0.0428  S117 1.502
93 C -4.3418 -0.7505 1.6489  H19 1.088, S26 1.770, H35 1.092, H98 1.106
94 C 3.9407 -0.1054 -2.0634  H2 1.092, S4 1.775, H9 1.063, H32 1.100
95 H 1.6142 0.9371 5.2047  C70 1.075
96 C -4.7098 3.2793 -2.3931  S13 1.764, H102 1.154, H110 1.047, H127 1.130
97 H -1.1349 -3.5269 -1.4898  C122 1.116
98 H -4.0820 0.3239 1.6086  C93 1.106
99 H 4.3344 3.2139 -0.7008  C38 1.078
100 C 1.6476 -0.7308 -4.3771  H15 1.127, H71 1.093, S81 1.781, H87 1.038
101 C -2.5019 -6.2673 -3.2547  H47 1.065, S80 1.792, H108 1.115, H126 1.107
102 H -4.0396 2.8763 -3.2423  C96 1.154
103 C 3.4020 5.1043 -3.8211  H37 1.087, H66 1.141, H83 1.105, S130 1.867
104 C -1.1820 1.0444 -3.1503  H3 1.113, S5 1.792, H34 1.108, H42 1.054
105 H -1.1216 -2.8442 2.1858  C90 1.099
106 H -1.8470 0.6904 0.1976  C24 1.111
107 H 2.0836 4.0283 1.5867  C58 1.073
108 H -1.4855 -6.2272 -3.7108  C101 1.115
109 H 0.0623 7.0354 -0.2664  C57 1.082
110 H -5.6229 2.7687 -2.4307  C96 1.047
111 H 5.4237 1.8870 2.2474  C78 1.068
112 H -1.2961 2.3717 0.9056  C24 1.098
113 H -1.6240 2.9869 5.9615  C1 1.072
114 S -0.3544 -3.7205 4.3129  C77 1.841, C90 1.797, O124 1.480
115 H 4.3616 -1.2891 4.0754  C91 1.109
116 H 4.4494 -2.4779 2.7165  C91 1.048
117 S 1.4493 -4.7416 0.4524  C7 1.828, C55 1.796, O92 1.502
118 C 1.7127 -3.4800 -4.3830  H8 1.110, H31 1.032, H74 1.092, S81 1.863
119 H 1.0277 -5.4973 2.6010  C7 1.096
120 C 0.6699 4.5696 -3.5295  H41 1.109, H51 1.119, H85 1.077, S130 1.856
121 H 2.8923 -4.5026 -1.3527  C55 1.118
122 C -1.4428 -4.5994 -1.5189  H60 1.099, S80 1.770, H97 1.116, H128 1.094
123 H 2.7325 -5.7912 2.1489  C7 1.101
124 O 0.9499 -3.0208 4.3311  S114 1.480
125 H -4.5281 -3.4305 1.3649  C17 1.122
126 H -3.2446 -6.5486 -4.0252  C101 1.107
127 H -4.9008 4.3923 -2.4398  C96 1.130
128 H -1.7941 -4.7728 -0.4977  C122 1.094
129 H -2.4017 -3.2407 3.3051  C90 1.066
130 S 1.8974 5.8650 -3.0181  O59 1.538, C103 1.867, C120 1.856

Mulliken atomic charge list, values in e, 99 entries: atom 1 (C): -0.71, atom 2 (H): 0.40, atom 3 (H): -0.19, atom 4 (S): 0.02, atom 5 (S): 0.39, atom 6 (H): -0.09, atom 7 (C): -1.22, atom 8 (H): 0.32, atom 9 (H): -0.39, atom 10 (H): 0.45, atom 11 (H): 0.12, atom 12 (O): -0.66, atom 13 (S): 0.89, atom 14 (O): -0.77, atom 15 (H): 0.43, atom 16 (H): -0.06, atom 17 (C): -0.96, atom 18 (O): -0.55, atom 19 (H): -0.08, atom 20 (H): 0.01, atom 21 (O): -0.70, atom 22 (O): -0.49, atom 23 (H): 0.23, atom 24 (C): -0.14, atom 25 (H): -0.64, atom 26 (S): 0.69, atom 27 (H): 0.25, atom 28 (H): -0.70, atom 29 (H): -0.15, atom 30 (H): -0.09, atom 31 (H): 0.55, atom 32 (H): 0.45, atom 33 (C): -0.16, atom 34 (H): -0.11, atom 35 (H): 0.51, atom 36 (H): 0.10, atom 37 (H): -0.28, atom 38 (C): -0.09, atom 39 (H): 0.34, atom 40 (H): 0.42, atom 41 (H): 0.09, atom 42 (H): -0.12, atom 43 (C): -1.34, atom 44 (H): 0.31, atom 45 (H): -0.23, atom 46 (O): -0.90, atom 47 (H): 0.42, atom 48 (O): -0.42, atom 49 (H): -0.01, atom 50 (H): 0.24, atom 51 (H): -0.33, atom 52 (H): 0.63, atom 53 (H): 0.09, atom 54 (H): -0.17, atom 55 (C): -1.13, atom 56 (O): -0.74, atom 57 (C): -1.09, atom 58 (C): -0.63, atom 59 (O): -0.49, atom 60 (H): 0.45, atom 61 (O): -0.61, atom 62 (H): 0.36, atom 63 (H): 0.43, atom 64 (H): 0.34, atom 65 (H): 0.40, atom 66 (H): 0.34, atom 67 (H): 0.45, atom 68 (H): 0.40, atom 69 (H): -0.12, atom 70 (C): -0.51, atom 71 (H): 0.41, atom 72 (C): 1.11, atom 73 (H): -0.08, atom 74 (H): 0.33, atom 75 (H): 0.42, atom 76 (S): 0.92, atom 77 (C): -0.91, atom 78 (C): -0.59, atom 79 (S): 0.22, atom 80 (S): 0.52, atom 81 (S): 0.95, atom 82 (S): 0.39, atom 83 (H): 0.39, atom 84 (O): -0.72, atom 85 (H): 0.55, atom 86 (H): 0.32, atom 87 (H): -0.26, atom 88 (S): 1.28, atom 89 (H): 0.48, atom 90 (C): -0.53, atom 91 (C): -0.42, atom 92 (O): -0.73, atom 93 (C): -0.49, atom 94 (C): -0.16, atom 95 (H): 0.55, atom 96 (C): -0.87, atom 97 (H): -0.11, atom 98 (H): 0.00, atom 99 (H): 0.57